--- one ---
Computed, not measured: an isolated ion of composition C3H8N2 and charge -1, with ωB97M-V with the def2-TZVPD basis set.

Geometry as XYZ:
```
13
Properties=species:S:1:pos:R:3:lowdin_charge:R:1
C 1.00 -2.00 -0.22 -0.40
C 0.77 -0.65 -0.79 -0.46
N 0.31 0.33 0.20 -0.03
C -0.81 1.07 0.00 -0.49
N -1.41 1.71 0.95 0.01
H 1.13 -2.83 -0.92 0.00
H 1.82 -2.04 0.52 0.03
H 0.19 -2.32 0.46 0.03
H -0.10 -0.72 -1.48 0.05
H 1.62 -0.33 -1.41 0.07
H 0.51 0.07 1.15 0.11
H -1.18 0.98 -1.02 0.08
H -1.98 2.37 0.42 -0.01
```

- gap between HOMO and LUMO (alpha / beta) (eV) = 2.775 / 9.841
- spin multiplicity = 2
- charge = -1

***

--- two ---
Computed, not measured: an isolated ion of composition C3H8N2 and charge -1, with ωB97M-V with the def2-TZVPD basis set.

Geometry as XYZ:
```
13
Properties=species:S:1:pos:R:3:lowdin_charge:R:1
C -1.52 0.82 -0.15 -0.30
C -0.36 -0.07 -0.21 -0.54
C 0.94 0.45 -0.31 -0.44
N 2.08 -0.29 -0.06 -0.04
N -0.44 -1.33 0.36 0.00
H -1.34 1.89 -0.42 0.04
H -2.33 0.34 -0.77 0.05
H -1.94 0.78 0.84 0.03
H 0.98 1.54 -0.37 0.04
H 2.17 -0.74 0.82 0.03
H 2.88 0.33 -0.11 0.01
H -1.44 -1.74 0.29 0.07
H 0.31 -1.98 0.09 0.05
```

- gap between HOMO and LUMO (alpha / beta) (eV) = 2.876 / 7.603
- spin multiplicity = 2
- charge = -1

***

Most stable to least stable, the ends of the list are one and two.

***

--- one ---
Computed, not measured: a 2-piece molecular cluster, C2H6O2 overall, with ωB97M-V with the def2-TZVPD basis set.

Geometry as XYZ:
```
10
Properties=species:S:1:pos:R:3:lowdin_charge:R:1
C -0.43 -0.66 0.02 -0.26
C 0.89 -0.69 0.39 -0.05
O 0.01 1.94 0.44 -0.20
O -0.78 -0.34 -1.24 0.02
H -1.75 -0.39 -1.33 0.12
H -0.14 2.05 -0.52 0.01
H -1.25 -0.89 0.69 0.12
H 1.13 -1.34 1.22 0.06
H 1.61 -0.80 -0.41 0.07
H 0.71 1.11 0.72 0.10
```

- gap between HOMO and LUMO (eV) = 9.735

***

--- two ---
Computed, not measured: the molecule C2H6O2, with ωB97M-V with the def2-TZVPD basis set.

Geometry as XYZ:
```
10
Properties=species:S:1:pos:R:3:lowdin_charge:R:1
O -1.20 1.22 -0.26 -0.09
C -0.83 -0.17 -0.04 -0.17
C 0.77 -0.73 0.29 -0.17
O 1.22 0.51 -0.25 -0.16
H -1.01 1.54 -1.16 0.09
H -1.38 -0.36 0.86 0.09
H -1.07 -0.71 -0.94 0.10
H 1.19 -0.88 1.33 0.10
H 1.36 -1.52 -0.27 0.11
H 1.03 1.13 0.45 0.08
```

- gap between HOMO and LUMO (eV) = 10.220

***

Most stable to least stable, the ends of the list are one and two.

***

--- one ---
Computed, not measured: a 8-piece molecular cluster, BH18O7 overall, with ωB97M-V with the def2-TZVPD basis set.

Geometry as XYZ:
```
26
Properties=species:S:1:pos:R:3:lowdin_charge:R:1
B 0.18 -0.54 -0.04 -0.42
H 0.78 -1.38 -0.35 -0.09
H 0.10 0.19 -0.83 -0.10
H -0.78 -0.95 0.23 -0.11
H 0.61 -0.10 0.84 -0.11
O -0.67 3.57 -0.36 -0.06
H -0.97 3.36 -1.24 0.02
H -0.42 2.72 0.02 0.02
O 2.01 1.99 -3.46 -0.06
H 2.66 2.51 -3.01 0.02
H 1.66 1.40 -2.79 0.02
O -0.77 -2.57 -3.20 -0.06
H -0.28 -3.35 -2.94 0.03
H -0.74 -2.00 -2.43 0.01
O -3.62 0.13 -0.77 -0.06
H -3.30 0.83 -1.34 0.02
H -2.86 -0.13 -0.25 0.00
O 3.87 1.61 1.45 -0.06
H 3.06 1.11 1.35 0.02
H 4.08 1.91 0.57 0.02
O -0.95 -3.69 2.21 -0.06
H -1.63 -3.42 2.82 0.02
H -0.79 -2.92 1.67 0.01
O -0.26 0.08 4.27 -0.06
H 0.12 0.06 3.39 0.01
H -1.07 -0.42 4.20 0.02
```

- gap between HOMO and LUMO (eV) = 9.299
- charge = -1

***

--- two ---
Computed, not measured: a 8-piece molecular cluster, BH18O7 overall, with ωB97M-V with the def2-TZVPD basis set.

Geometry as XYZ:
```
26
Properties=species:S:1:pos:R:3:lowdin_charge:R:1
B -0.07 0.56 -0.25 -0.36
H 0.43 0.83 0.78 -0.03
H -1.18 0.27 -0.34 -0.04
H 0.18 1.46 -0.93 -0.07
H 0.29 -0.53 -0.52 -0.05
O -0.88 2.61 -2.64 -0.17
H -0.24 2.07 -2.02 -0.01
H -0.28 3.19 -3.21 0.04
O 1.75 1.83 3.83 -0.12
H 2.18 2.65 3.50 0.03
H 0.79 1.78 3.44 0.09
O -1.20 -1.91 -2.76 -0.03
H -0.86 -1.65 -1.97 -0.07
H -0.75 -2.77 -2.90 0.06
O -1.32 -1.51 1.90 -0.07
H -0.88 -2.16 1.46 -0.05
H -1.05 -0.68 1.35 0.02
O -4.05 -1.99 0.43 -0.04
H -3.35 -1.30 0.49 0.04
H -3.66 -2.65 -0.05 -0.04
O 3.06 2.20 -0.36 -0.14
H 2.05 2.25 -0.05 0.07
H 3.02 1.89 -1.27 0.02
O 2.12 -2.25 1.07 -0.11
H 1.31 -1.67 0.73 0.05
H 2.57 -2.50 0.29 -0.01
```

- gap between HOMO and LUMO (eV) = 9.047
- charge = -1

***

Most stable to least stable, the ends of the list are one and two.

***

--- one ---
Computed, not measured: the molecule C13H21NO3, with ωB97M-V with the def2-TZVPD basis set.

Geometry as XYZ:
```
38
Properties=species:S:1:pos:R:3:lowdin_charge:R:1
C -2.66 -1.27 1.99 -0.08
H -3.67 -0.87 2.14 0.10
O -1.74 -0.25 1.71 -0.07
C -1.92 0.49 0.58 -0.22
C -2.96 0.33 -0.32 -0.03
C -3.04 1.13 -1.46 -0.09
C -2.09 2.10 -1.69 -0.09
C -1.04 2.27 -0.80 -0.02
C -0.94 1.48 0.34 -0.21
O 0.03 1.57 1.29 -0.03
C 1.18 2.34 1.05 -0.14
H 1.68 2.38 2.03 0.14
C 2.16 1.72 0.03 -0.35
O 3.41 2.37 0.14 -0.02
H 3.80 2.16 0.99 0.10
C 2.27 0.20 0.23 -0.17
N 1.39 -0.52 -0.67 -0.02
H 0.53 0.01 -0.79 0.09
C 1.04 -1.86 -0.24 -0.47
C 2.26 -2.77 -0.35 -0.07
H 1.98 -3.80 -0.14 0.07
H 3.04 -2.48 0.36 0.07
H 2.67 -2.72 -1.35 0.08
C -0.08 -2.38 -1.13 -0.06
H 0.24 -2.38 -2.17 0.08
H -0.36 -3.39 -0.84 0.08
H -0.96 -1.74 -1.05 0.06
H 0.69 -1.86 0.81 0.14
H 3.30 -0.10 0.00 0.12
H 2.07 -0.05 1.29 0.13
H 1.83 1.91 -0.99 0.15
H 0.93 3.37 0.76 0.13
H -0.30 3.03 -1.00 0.11
H -2.15 2.73 -2.57 0.10
H -3.86 0.99 -2.15 0.10
H -3.72 -0.42 -0.16 0.11
H -2.32 -1.72 2.92 0.10
H -2.68 -2.03 1.21 0.09
```

- gap between HOMO and LUMO (eV) = 9.062

***

--- two ---
Computed, not measured: C13H21NO3 as an isolated structure, with ωB97M-V with the def2-TZVPD basis set.

Geometry as XYZ:
```
38
Properties=species:S:1:pos:R:3:lowdin_charge:R:1
C 3.63 2.31 0.63 -0.14
H 4.76 2.05 0.23 0.16
O 2.79 1.62 -0.16 -0.10
C 2.73 0.14 -0.02 -0.08
C 3.60 -0.70 0.64 -0.07
C 3.44 -1.99 0.94 -0.18
C 2.44 -2.73 0.36 0.00
C 1.60 -1.90 -0.73 0.08
C 1.64 -0.51 -0.81 -0.37
O 0.91 0.15 -1.55 0.01
C -0.58 0.30 -1.28 -0.14
H -0.99 -0.84 -1.44 0.19
C -0.85 0.53 -0.05 -0.24
O -0.36 2.11 0.20 -0.13
H 0.51 2.00 -0.33 0.07
C -2.46 0.71 0.40 -0.06
N -2.87 -0.78 0.32 0.00
H -2.55 -1.17 1.14 0.09
C -4.26 -0.65 0.22 -0.52
C -4.99 -0.20 -0.91 -0.12
H -6.03 -0.60 -1.21 0.13
H -4.50 -0.53 -1.71 0.03
H -4.97 0.95 -1.00 0.11
C -5.11 -0.05 1.66 0.01
H -4.96 1.15 1.19 0.15
H -6.02 -0.33 1.49 -0.04
H -4.59 -0.63 2.42 0.06
H -4.50 -1.68 0.31 0.11
H -2.66 1.26 1.32 0.12
H -2.80 1.26 -0.48 0.11
H -0.40 0.19 0.80 0.12
H -1.01 0.66 -2.22 0.17
H 0.90 -2.41 -1.14 0.03
H 2.44 -3.80 0.25 0.08
H 4.17 -2.50 1.51 0.09
H 4.38 0.20 1.39 0.21
H 3.53 2.19 1.46 -0.07
H 3.36 3.36 0.56 0.12
```

- gap between HOMO and LUMO (eV) = 9.233

***

Most stable to least stable, the ends of the list are one and two.

***

--- one ---
Computed, not measured: the molecule C4H6ClFN2, with ωB97M-V with the def2-TZVPD basis set.

Geometry as XYZ:
```
14
Properties=species:S:1:pos:R:3:lowdin_charge:R:1
C -1.17 1.31 0.39 -0.09
C -0.99 -1.18 -0.24 -0.23
C 1.16 -0.39 -0.41 -0.22
C 2.44 -0.55 -0.05 -0.70
H -0.91 1.87 -0.51 0.08
H -2.01 1.75 0.88 0.07
H -0.33 1.20 1.11 0.10
H -2.66 -0.11 0.12 0.13
H -1.64 -2.05 -0.32 0.12
H 0.90 0.53 -0.94 0.10
N -1.66 0.02 -0.11 -0.05
N 0.27 -1.44 -0.35 0.05
F 2.90 -1.64 0.60 0.01
Cl 3.70 0.68 -0.19 0.63
```

- gap between HOMO and LUMO (eV) = 8.773

***

--- two ---
Computed, not measured: the molecule C4H6ClFN2, with ωB97M-V with the def2-TZVPD basis set.

Geometry as XYZ:
```
14
Properties=species:S:1:pos:R:3:lowdin_charge:R:1
C -0.32 -1.27 0.63 -0.05
C -0.44 -0.11 -0.31 -0.38
C 2.48 0.95 0.21 -0.03
C -1.83 0.29 -0.75 -0.68
H 0.57 -1.85 0.37 0.08
H -1.22 -1.94 0.60 0.09
H -0.19 -0.94 1.65 0.08
H 2.10 1.92 0.54 0.08
H 3.49 0.68 0.44 0.06
H -2.38 -0.53 -1.21 0.11
N 0.53 0.56 -0.80 0.06
N 1.79 0.13 -0.45 -0.05
F -1.80 1.31 -1.62 -0.02
Cl -2.77 0.81 0.69 0.64
```

- gap between HOMO and LUMO (eV) = 10.577

***

Most stable to least stable, the ends of the list are one and two.